DFT (ωB97M-V/def2-TZVPD) results for a 2-piece molecular cluster, C6H13N3O overall in a non-equilibrium geometry.

The HOMO energy (spin up / spin down) is -8.52 / -6.35 eV. For the energy above the lowest of the compared OMol25 structures with the same formula, charge and spin, the calculation gives 742.9 kJ/mol. As for the HOMO-LUMO gap (spin up / spin down): 9.22 / 6.14 eV.

Positions of all 23 atoms, in Å:
C -1.8389 -1.0206 -2.9142
C -0.3513 0.2798 0.3119
C 0.8671 -0.2331 0.8108
C 0.3468 0.4549 3.2594
C 2.0914 -0.2034 -1.2358
C 0.8414 -0.6101 2.2949
N -0.7752 -1.0661 -2.2994
N -1.6623 1.3671 -1.3773
N -0.4482 0.9812 -0.8498
O 2.0531 -0.1928 0.1804
H -2.3152 -1.8883 -3.2273
H -2.3070 -0.0170 -3.1622
H -1.3404 0.1135 0.7184
H -0.7349 0.7032 3.1226
H 0.9452 1.2939 3.1853
H 0.2322 0.0255 4.3389
H 1.9827 0.9371 -1.4896
H 1.2503 -0.6646 -1.5728
H 3.1878 -0.4961 -1.4691
H 0.2081 -1.4272 2.2301
H 1.7974 -0.8751 2.4894
H -1.5144 1.5687 -2.3454
H -2.5158 0.9693 -0.9993

Results of the Löwdin charge analysis, in e, for atoms 1 through 2: -0.17 -0.13

DFT (ωB97M-V/def2-TZVPD) results for CH2FNO as an isolated structure in a non-equilibrium geometry.

The HOMO energy (spin up / spin down) is -9.53 / -9.53 eV. For the energy above the lowest of the compared OMol25 structures with the same formula, charge and spin, the calculation gives 675.0 kJ/mol. As for the HOMO-LUMO gap (spin up / spin down): 9.01 / 9.02 eV.

Positions of all 6 atoms, in Å:
C -0.7709 0.7870 0.0376
N -1.8860 0.4137 0.0359
O -2.4758 -0.6110 0.0252
F -0.1870 1.8866 0.0061
H 0.7275 -0.5863 -0.6088
H -0.0256 -0.4240 -0.9022

Results of the Löwdin charge analysis, in e, for atoms 1 through 2: -0.29 -0.10

DFT (ωB97M-V/def2-TZVPD) results for C52H40F10IN7O4PSTl as an isolated structure in a non-equilibrium geometry.

The HOMO energy is -7.90 eV. For the energy above the lowest of the compared OMol25 structures with the same formula, charge and spin, the calculation gives 52.5 kJ/mol. As for the HOMO-LUMO gap: 6.67 eV.

Positions of all 117 atoms, in Å:
Tl 1.3191 0.7934 0.6982
C 1.9269 -3.6394 2.2660
C 3.2048 -2.9349 1.9087
N 4.3336 -3.5834 2.0528
C 5.4573 -2.9107 1.7254
C 5.5084 -1.5842 1.4223
C 6.8844 -0.9324 1.2459
O 7.1453 -0.0513 2.3003
C 4.2501 -0.8553 1.3462
C 4.3509 0.6087 1.4173
N 3.4515 1.5109 1.1325
C 3.5787 2.7921 1.7339
C 4.0898 3.8633 0.9940
C 4.2228 5.1443 1.5041
C 3.9093 5.3624 2.7896
C 3.4358 4.3121 3.5713
C 3.2228 3.0371 3.0587
I 2.5440 1.5044 4.2572
C 3.0600 -1.5920 1.4219
O 1.8572 -1.1931 1.1829
H 2.2414 -4.5922 2.7008
H 1.3718 -3.9212 1.3609
H 1.2469 -3.0413 2.8517
H 6.3973 -3.4627 1.8376
H 6.9221 -0.4471 0.2911
H 7.5779 -1.7961 1.1254
H 7.6634 -0.5340 3.0195
H 5.2507 0.9611 1.8636
H 4.2344 3.6428 -0.0826
H 4.6011 5.8694 0.7797
H 3.9018 6.3264 3.2506
H 3.1405 4.4249 4.5715
S -0.5812 0.6659 -5.6006
C -1.4026 1.2303 -4.2542
N -1.9439 1.6967 -3.3499
F -4.5739 2.6253 0.9257
C -3.2958 2.2178 0.8814
C -2.6318 2.2068 -0.3175
C -1.2896 1.8214 -0.3028
C -0.6368 1.5118 0.8690
C -1.3478 1.5139 2.0939
C -2.7076 1.8435 2.1330
H -3.1388 2.5042 -1.2537
H -0.7637 1.8284 -1.2475
H -0.8381 1.3409 3.0557
H -3.1489 1.7794 3.1122
F 1.6150 -7.0833 -3.5678
C 1.9282 -6.4222 -2.3928
F 3.2687 -6.2466 -2.4223
F 1.7303 -7.3794 -1.4169
C 0.9796 -5.2650 -2.2179
C 1.3726 -4.1031 -1.5755
C 0.5087 -3.1134 -1.2862
C -0.8184 -3.2105 -1.7288
C -1.2104 -4.3355 -2.3960
C -0.3057 -5.3656 -2.6219
P -1.9552 -1.8301 -1.2634
C -2.2081 -2.2416 0.5648
C -1.5917 -3.3251 1.2004
C -1.8002 -3.5635 2.5656
C -2.6998 -2.7720 3.2517
C -3.3433 -1.7044 2.6669
C -3.0746 -1.4555 1.3007
C -3.0382 -3.0607 4.6518
F -4.3639 -3.0805 4.9112
F -2.6061 -4.3079 4.9280
F -2.4787 -2.2750 5.5616
C -3.5815 -2.4265 -1.9672
C -4.4970 -3.3445 -1.3961
C -5.5516 -3.8105 -2.2038
C -5.8320 -3.2273 -3.4314
C -4.9617 -2.3574 -3.9592
C -3.8448 -1.9484 -3.2703
C -7.1842 -3.5541 -4.0371
F -8.1881 -3.2762 -3.2174
F -7.3388 -4.8508 -4.4590
F -7.4676 -2.8503 -5.1519
H 2.3963 -3.9464 -1.3094
H 0.8060 -2.1559 -0.7935
H -2.2326 -4.3793 -2.7516
H -0.6087 -6.1873 -3.2295
H -0.9063 -4.0341 0.6843
H -1.3642 -4.4408 2.9829
H -4.1372 -1.1487 3.1815
H -3.6564 -0.6702 0.7029
H -4.2834 -3.8357 -0.4391
H -6.2159 -4.5135 -1.8557
H -5.1985 -1.9414 -4.9014
H -3.2741 -1.2601 -3.8605
N 1.7637 0.5297 -3.5354
C 3.0242 1.0712 -3.3110
C 3.1865 1.0370 -1.9744
N 2.0319 0.5982 -1.3573
C 1.1964 0.3358 -2.3879
H 1.0787 0.4124 -4.3749
H 3.6562 1.4191 -4.0870
H 4.0463 1.3577 -1.4071
H 0.2087 -0.0304 -2.2331
O -3.2730 5.3327 2.1978
C -3.0040 6.1016 1.0503
N -1.9429 7.0372 1.3040
C -0.5944 6.7219 1.2361
O 0.1824 7.2303 2.0144
C -0.1526 5.8102 0.1500
C -0.5308 6.0712 -1.1300
C -0.0812 5.2339 -2.1475
C 0.8217 4.2625 -1.7786
N 1.3492 3.9923 -0.5503
C 0.8333 4.8140 0.3723
H -2.8110 4.5127 2.1587
H -3.8711 6.6734 0.7903
H -2.7055 5.4868 0.2568
H -2.2041 7.7098 1.9766
H -1.1947 6.9435 -1.2408
H -0.2859 5.4846 -3.2076
H 1.2749 3.6208 -2.5618
H 1.2089 4.6620 1.4032

Results of the Löwdin charge analysis, in e, for atoms 1 through 2: 1.02 -0.01

DFT (ωB97M-V/def2-TZVPD) results for one molecule with the formula C3H5FN4 in a non-equilibrium geometry.

The HOMO energy (spin up / spin down) is -8.07 / -8.07 eV. For the energy above the lowest of the compared OMol25 structures with the same formula, charge and spin, the calculation gives 562.1 kJ/mol. As for the HOMO-LUMO gap (spin up / spin down): 7.63 / 7.63 eV.

Positions of all 13 atoms, in Å:
C -3.1592 -0.0020 -0.0507
C -2.4244 0.8674 0.4770
C 0.7465 -1.2668 0.1252
N -2.6482 -1.1560 -0.7731
N -1.5038 -1.4719 -0.7354
N -0.6817 -0.9363 0.0448
N -1.6029 1.7731 0.9766
F -4.5244 0.0187 -0.0922
H 1.3089 -0.3747 0.6434
H 0.7414 -2.2526 0.6674
H 1.1135 -1.4195 -0.9265
H -0.9415 2.2059 0.4672
H -1.3689 1.7534 2.0360

Results of the Löwdin charge analysis, in e, for atoms 1 through 2: -0.32 0.02

DFT (ωB97M-V/def2-TZVPD) results for C11H25NO5Si as an isolated structure in a non-equilibrium geometry.

The HOMO energy is -9.32 eV. As for the HOMO-LUMO gap: 10.12 eV.

Positions of all 43 atoms, in Å:
N 0.2066 0.7678 0.0194
O 3.1781 -0.8072 0.9470
O -3.8815 0.0222 0.4718
O 0.3572 0.5231 -1.3097
O 1.0288 -2.1083 -0.7071
O -1.6466 -1.2985 -1.1512
C 0.2446 1.9852 0.4470
C 3.3184 -0.4335 -0.4047
C -3.1607 -0.8335 1.3225
C 0.5442 3.1101 -0.4686
C 1.2369 1.9711 2.7287
C 2.6254 -2.0531 1.1560
C -3.8524 -0.3707 -0.8785
C 1.1675 -2.0644 0.6937
C -2.4808 -0.2503 -1.4979
C -0.0118 2.1716 1.9044
C 0.1700 -1.4655 -3.2757
Si -0.0414 -1.0979 -1.4856
H 2.3900 -0.5581 -0.9350
H 3.6681 0.5915 -0.4478
H 4.0816 -1.0625 -0.8419
H -3.5501 -1.8447 1.2442
H -2.1104 -0.8064 1.0466
H -3.2834 -0.4843 2.3779
H 0.7483 4.0335 0.0816
H 1.4305 2.9043 -1.0794
H -0.3014 3.3335 -1.1256
H 1.9792 2.6943 2.3955
H 1.6787 0.9754 2.6383
H 1.0981 2.2078 3.8085
H 2.6376 -2.2666 2.2469
H 3.2274 -2.8291 0.6463
H -4.6053 0.2511 -1.3974
H -4.2742 -1.3616 -0.9869
H 0.5729 -2.8643 1.1492
H 0.7043 -1.1385 1.0153
H -1.9948 0.6823 -1.1924
H -2.5340 -0.2114 -2.5815
H -0.4810 3.1461 2.0980
H -0.8059 1.4799 2.2331
H -0.6511 -1.0989 -3.9093
H 1.0866 -0.9991 -3.6074
H 0.2856 -2.5425 -3.3884

Results of the Löwdin charge analysis, in e, for atoms 1 through 2: 0.02 -0.18

DFT (ωB97M-V/def2-TZVPD) results for a 2-piece molecular cluster, C35H33BF2O4 overall in a non-equilibrium geometry.

The HOMO energy is -5.24 eV. For the energy above the lowest of the compared OMol25 structures with the same formula, charge and spin, the calculation gives 206.1 kJ/mol. As for the HOMO-LUMO gap: 5.01 eV.

Positions of all 75 atoms, in Å:
C -2.8727 -2.9935 1.6037
C -1.6307 -2.4606 2.1363
C -1.3491 -1.5955 3.1770
C 0.0489 -1.3456 3.1433
C 0.5664 -1.9943 2.0208
B -1.6123 1.3826 -0.9571
C -1.3953 2.4153 0.0837
C -0.8080 3.6750 -0.1472
C -0.2495 4.0808 1.0677
C -0.5426 3.0933 2.0056
C -0.2190 2.9766 3.4167
O -1.2167 2.0775 1.4292
C -1.1069 0.5357 -2.0204
C -1.3315 -0.8045 -2.3512
C -0.7789 -1.0210 -3.6298
C -0.2812 0.2004 -4.0441
C 0.3147 0.5444 -5.3264
O -0.3793 1.1531 -3.0691
C -2.8946 1.7376 -0.3071
C -4.0108 2.1939 -1.0291
C -5.1463 1.6884 -0.3847
C -4.6978 1.0768 0.7717
C -5.4271 0.4619 1.8656
O -3.3479 1.1120 0.8566
O -0.4819 -2.6671 1.4170
H -3.3358 -3.6509 2.3474
H -3.5863 -2.1897 1.3669
H -2.6918 -3.5629 0.6817
H -2.0807 -1.1394 3.8473
H 0.5991 -0.7272 3.8428
H -0.7569 4.1525 -1.1215
H 0.3254 4.9761 1.2605
H -0.2236 3.9728 3.8798
H -0.9541 2.3407 3.9348
H 0.7890 2.5419 3.5372
H -1.8659 -1.5229 -1.7316
H -0.7566 -1.9420 -4.2077
H 1.3510 0.1800 -5.3359
H -0.2326 -0.0006 -6.1024
H 0.2738 1.6136 -5.5538
H -3.9696 2.7325 -1.9711
H -6.1819 1.7384 -0.7119
H -6.4884 0.4217 1.6061
H -5.0672 -0.5539 2.0810
H -5.3372 1.0540 2.7874
C 2.8609 -4.2642 -3.8830
C 2.3273 -3.5872 -2.6715
C 2.5819 -2.2434 -2.4598
F 3.1676 -1.5266 -3.4729
C 2.3089 -1.5896 -1.2681
C 1.7531 -2.3015 -0.1996
C 1.7258 -1.7420 1.2679
C 2.1221 -0.2672 1.4345
C 2.8062 0.0911 2.6041
C 3.5214 1.2820 2.6208
F 4.3627 1.5353 3.6787
C 3.4693 2.2153 1.5818
C 4.3493 3.4178 1.5699
C 2.5700 1.9390 0.5490
C 1.8563 0.7404 0.5137
C 1.3445 -3.6141 -0.4476
C 1.5847 -4.2326 -1.6745
H 2.6964 -5.3406 -3.7966
H 2.3686 -3.9140 -4.7990
H 3.9412 -4.1058 -3.9995
H 2.5821 -0.5408 -1.2075
H 2.5018 -2.3220 1.8075
H 2.8386 -0.5693 3.4755
H 3.8498 4.2491 1.0595
H 4.6152 3.7251 2.5879
H 5.2915 3.2249 1.0337
H 2.4569 2.6568 -0.2634
H 1.1148 0.5831 -0.2702
H 0.8173 -4.1988 0.3081
H 1.2540 -5.2577 -1.8447

Results of the Löwdin charge analysis, in e, for atoms 1 through 2: -0.02 -0.31

DFT (ωB97M-V/def2-TZVPD) results for one molecule with the formula C5H8N2 in a non-equilibrium geometry.

The HOMO energy is -6.90 eV. For the energy above the lowest of the compared OMol25 structures with the same formula, charge and spin, the calculation gives 300.5 kJ/mol. As for the HOMO-LUMO gap: 7.59 eV.

Positions of all 15 atoms, in Å:
C -1.1852 -1.4461 -0.3903
C -1.1463 0.0539 -0.3479
C -0.0069 2.0008 0.4663
N -0.0529 0.7660 -0.0557
C 1.2573 0.1335 -0.2890
C 1.6841 -0.6843 0.8558
N 2.0392 -1.3463 1.7346
H -0.8235 -1.9055 0.5432
H -0.6174 -1.8898 -1.2214
H -2.2278 -1.7542 -0.5256
H -2.0690 0.6162 -0.2651
H 0.8981 2.5827 0.3562
H -0.9428 2.4393 0.7866
H 1.2004 -0.4898 -1.1853
H 1.9926 0.9237 -0.4624

Results of the Löwdin charge analysis, in e, for atoms 1 through 2: -0.10 -0.16

DFT (ωB97M-V/def2-TZVPD) results for a 2-piece molecular cluster, C6H17N3Si overall in a non-equilibrium geometry.

The HOMO energy is -7.34 eV. For the energy above the lowest of the compared OMol25 structures with the same formula, charge and spin, the calculation gives 123.1 kJ/mol. As for the HOMO-LUMO gap: 7.90 eV. Its SMILES is C/C=[Si](/NC)N(C)C.C=N.

Positions of all 27 atoms, in Å:
C -2.0892 -2.0934 -0.5175
C -0.8004 -1.6753 -1.1130
Si -0.1142 -0.2750 -0.3080
N 1.2701 0.5948 -0.8877
C 1.7296 0.2713 -2.2740
N -1.1620 0.5528 0.8275
C -2.1638 1.5393 0.4353
C -1.5704 -0.0593 2.1114
H -1.8936 -2.5162 0.4892
H -2.4372 -2.8003 -1.3592
H -2.8432 -1.2761 -0.5333
H -0.2499 -2.5206 -1.5423
H 1.5823 1.5376 -0.6793
H 0.9208 0.5047 -3.0892
H 2.5558 0.9546 -2.5301
H 2.1645 -0.7061 -2.4016
H -2.7417 1.7384 1.2786
H -1.5624 2.2857 -0.0482
H -2.7263 1.0817 -0.4042
H -0.8129 -0.7929 2.3841
H -1.5449 0.6362 2.8609
H -2.5725 -0.5277 1.9213
C 3.3469 0.4390 1.3727
N 4.0445 1.2052 0.6773
H 2.3366 0.2442 1.2344
H 3.8036 0.0522 2.1949
H 3.5297 1.6050 -0.0998

Results of the Löwdin charge analysis, in e, for atoms 1 through 2: -0.26 -0.33